No. 1
{"formula": "C31H33AsIN2O8S2W", "method": "ωB97M-V/def2-TZVPD", "species": ["W", "O", "C", "C", "C", "N", "C", "C", "C", "O", "O", "C", "O", "O", "H", "H", "H", "C", "C", "C", "C", "C", "C", "C", "C", "C", "S", "C", "N", "H", "H", "H", "H", "H", "H", "H", "H", "C", "As", "C", "C", "S", "H", "H", "H", "H", "H", "H", "H", "H", "H", "C", "C", "C", "C", "O", "H", "H", "H", "H", "H", "H", "H", "H", "H", "I", "C", "C", "C", "C", "C", "C", "C", "O", "O", "H", "H", "H", "H"], "positions_angstrom": [[0.096, -0.249, -0.713], [6.215, -1.809, -0.323], [4.916, -1.429, -0.347], [3.991, -1.876, 0.589], [2.693, -1.439, 0.478], [2.289, -0.653, -0.516], [3.197, -0.134, -1.344], [4.519, -0.508, -1.311], [2.663, 1.003, -2.185], [3.406, 1.593, -2.957], [1.423, 1.206, -1.970], [1.638, -1.598, 1.548], [1.837, -2.313, 2.514], [0.635, -0.848, 1.298], [6.356, -2.399, 0.425], [4.251, -2.505, 1.432], [5.220, -0.043, -1.989], [-0.816, -2.807, 4.599], [-1.848, -3.021, 3.527], [-2.601, -4.224, 3.477], [-3.547, -4.372, 2.510], [-3.745, -3.343, 1.561], [-4.685, -3.447, 0.511], [-4.805, -2.434, -0.396], [-3.988, -1.289, -0.301], [-3.050, -1.145, 0.692], [-1.982, 0.257, 0.772], [-2.931, -2.190, 1.672], [-2.021, -2.052, 2.669], [-0.332, -3.746, 4.873], [-1.284, -2.396, 5.497], [-0.062, -2.118, 4.229], [-2.414, -5.004, 4.205], [-4.147, -5.274, 2.444], [-5.297, -4.340, 0.438], [-5.522, -2.508, -1.205], [-4.074, -0.511, -1.047], [-0.832, -2.049, -4.076], [0.755, -1.444, -3.137], [1.742, -3.108, -2.944], [1.762, -0.682, -4.636], [-0.619, -2.319, -0.692], [-0.549, -2.760, -4.853], [-1.327, -1.191, -4.528], [-1.501, -2.518, -3.361], [1.891, -3.562, -3.924], [1.190, -3.785, -2.297], [2.711, -2.889, -2.495], [1.696, -1.362, -5.486], [2.806, -0.542, -4.362], [1.348, 0.288, -4.903], [-3.048, 1.521, -2.783], [-1.548, 1.744, -2.613], [-0.867, 1.883, -3.971], [-1.298, 2.988, -1.773], [-1.041, 0.589, -1.953], [-3.489, 2.341, -3.354], [-3.520, 1.480, -1.801], [-3.233, 0.583, -3.310], [-1.260, 2.764, -4.483], [-1.072, 1.012, -4.600], [0.207, 2.000, -3.839], [-1.762, 3.853, -2.252], [-0.229, 3.168, -1.670], [-1.730, 2.850, -0.783], [0.324, 8.397, 1.404], [0.672, 6.341, 1.192], [1.929, 5.902, 0.808], [2.153, 4.539, 0.677], [1.125, 3.633, 0.899], [-0.130, 4.091, 1.279], [-0.361, 5.449, 1.439], [1.394, 2.161, 0.721], [2.504, 1.704, 0.932], [0.325, 1.520, 0.356], [2.723, 6.610, 0.615], [3.127, 4.163, 0.392], [-0.923, 3.373, 1.447], [-1.335, 5.806, 1.744]], "homo_lumo_gap_ev": 6.7, "charge": -1, "relative_energy_kcal_mol": 8.6}


No. 2
{"formula": "C43H49BrN5O6SSbTl", "method": "ωB97M-V/def2-TZVPD", "species": ["Tl", "O", "N", "O", "C", "C", "C", "C", "C", "C", "N", "C", "C", "N", "C", "C", "C", "C", "H", "H", "H", "H", "H", "H", "H", "C", "C", "C", "C", "C", "C", "C", "S", "O", "O", "N", "C", "C", "C", "C", "C", "N", "H", "H", "H", "H", "H", "H", "H", "H", "H", "H", "H", "C", "C", "C", "C", "Sb", "C", "C", "C", "C", "C", "C", "C", "C", "H", "H", "H", "H", "H", "H", "H", "H", "H", "H", "H", "H", "H", "H", "H", "H", "H", "H", "H", "H", "H", "H", "H", "H", "H", "H", "H", "Br", "C", "C", "C", "C", "C", "C", "C", "O", "O", "H", "H", "H", "H"], "positions_angstrom": [[-0.812, -0.786, -1.329], [-5.596, -1.850, 5.001], [-5.199, -0.709, 4.870], [-5.377, 0.158, 5.704], [-4.524, -0.342, 3.610], [-4.268, 0.975, 3.446], [-3.659, 1.471, 2.259], [-3.364, 2.835, 2.070], [-2.774, 3.231, 0.903], [-2.490, 2.258, -0.073], [-2.768, 0.982, 0.080], [-3.337, 0.580, 1.230], [-3.580, -0.845, 1.418], [-3.161, -1.651, 0.427], [-3.282, -2.952, 0.559], [-3.851, -3.530, 1.702], [-4.291, -2.727, 2.721], [-4.166, -1.326, 2.609], [-4.548, 1.663, 4.230], [-3.601, 3.545, 2.854], [-2.515, 4.265, 0.721], [-2.003, 2.520, -1.009], [-2.895, -3.551, -0.261], [-3.927, -4.606, 1.782], [-4.723, -3.163, 3.605], [4.011, 6.935, -1.252], [3.683, 5.521, -1.657], [3.036, 5.253, -2.861], [2.714, 3.954, -3.226], [3.032, 2.901, -2.380], [3.694, 3.151, -1.189], [4.012, 4.452, -0.831], [2.570, 1.226, -2.802], [3.001, 1.030, -4.170], [3.187, 0.395, -1.794], [1.015, 1.189, -2.570], [0.061, 1.545, -3.480], [0.258, 1.902, -4.836], [-0.832, 2.201, -5.620], [-2.120, 2.142, -5.092], [-2.231, 1.773, -3.768], [-1.195, 1.503, -2.978], [3.976, 7.609, -2.108], [5.006, 6.998, -0.809], [3.299, 7.303, -0.510], [2.787, 6.073, -3.526], [2.221, 3.757, -4.169], [3.965, 2.312, -0.566], [4.532, 4.638, 0.104], [1.255, 1.889, -5.248], [-0.679, 2.465, -6.661], [-2.997, 2.351, -5.689], [-3.209, 1.682, -3.302], [4.497, -1.084, 3.554], [4.067, -1.391, 2.123], [4.204, -2.895, 1.874], [4.985, -0.667, 1.137], [1.991, -0.882, 1.510], [0.767, -2.175, 2.853], [1.278, -2.408, 4.270], [0.678, -3.506, 2.101], [-0.651, -1.602, 2.913], [1.687, 1.204, 2.262], [2.993, 1.994, 2.263], [1.039, 1.352, 3.634], [0.757, 1.803, 1.205], [5.497, -1.507, 3.730], [3.823, -1.515, 4.295], [4.566, -0.014, 3.739], [5.263, -3.178, 1.942], [3.852, -3.176, 0.878], [3.660, -3.486, 2.611], [6.016, -1.024, 1.268], [4.993, 0.411, 1.301], [4.690, -0.838, 0.100], [2.242, -2.917, 4.282], [0.567, -3.042, 4.818], [1.381, -1.473, 4.825], [1.649, -3.982, 1.970], [0.235, -3.373, 1.110], [0.038, -4.200, 2.663], [-0.743, -0.813, 3.657], [-1.357, -2.396, 3.192], [-0.973, -1.209, 1.943], [3.657, 1.692, 3.072], [2.761, 3.058, 2.406], [3.529, 1.906, 1.320], [1.589, 0.829, 4.419], [0.009, 1.000, 3.634], [1.013, 2.418, 3.901], [1.171, 1.743, 0.197], [0.558, 2.859, 1.437], [-0.201, 1.277, 1.185], [-4.931, -6.330, -7.441], [-4.059, -5.270, -6.119], [-3.506, -5.892, -5.014], [-2.878, -5.110, -4.054], [-2.803, -3.731, -4.200], [-3.360, -3.132, -5.322], [-3.996, -3.897, -6.291], [-2.125, -2.887, -3.135], [-2.080, -1.645, -3.356], [-1.671, -3.475, -2.130], [-3.566, -6.966, -4.907], [-2.434, -5.556, -3.174], [-3.282, -2.058, -5.421], [-4.433, -3.437, -7.166]], "homo_lumo_gap_ev": 5.8, "charge": -1, "relative_energy_kcal_mol": 11.4}


No. 3
{"formula": "C5H11AlBrLuO2", "method": "ωB97M-V/def2-TZVPD", "species": ["Br", "C", "C", "C", "Al", "O", "C", "C", "O", "H", "H", "H", "H", "H", "H", "H", "H", "H", "H", "H", "Lu"], "positions_angstrom": [[0.467, 2.542, 2.637], [0.197, 1.140, 1.216], [-1.170, 0.390, 1.352], [-0.873, -1.119, 1.430], [0.006, -1.852, -0.266], [1.599, -1.133, -0.824], [1.246, -0.119, -1.734], [-0.255, -0.303, -2.271], [-0.809, -1.549, -1.876], [1.002, 0.408, 1.327], [0.189, 1.623, 0.207], [-1.831, 0.689, 0.537], [-1.616, 0.672, 2.321], [-1.831, -1.638, 1.553], [-0.222, -1.299, 2.295], [0.344, -3.387, 0.120], [1.412, 0.809, -1.125], [1.935, 0.022, -2.573], [-0.968, 0.447, -1.875], [-0.274, -0.231, -3.361], [1.450, 3.888, 0.908]], "homo_lumo_gap_ev": 2.5, "charge": 2}


No. 4
{"formula": "CH6NS", "method": "ωB97M-V/def2-TZVPD", "species": ["C", "N", "S", "H", "H", "H", "H", "H", "H"], "positions_angstrom": [[-0.135, -0.466, -0.468], [-0.375, 0.912, -0.042], [2.092, -1.001, 0.299], [-0.646, -1.363, 0.029], [-0.022, -0.809, -1.491], [0.055, 0.916, 0.930], [-1.350, 1.226, -0.267], [0.286, 1.554, -0.713], [1.859, -2.101, 1.123]], "homo_lumo_gap_ev": [8.6, 8.6], "charge": 1, "relative_energy_kcal_mol": 52.3}


No. 5
{"formula": "C24H46N6O5P2", "method": "ωB97M-V/def2-TZVPD", "species": ["C", "O", "C", "C", "C", "C", "C", "C", "C", "C", "O", "C", "C", "C", "O", "H", "H", "H", "H", "H", "H", "H", "H", "H", "H", "O", "P", "N", "C", "C", "N", "C", "C", "N", "C", "C", "H", "H", "H", "H", "H", "H", "H", "H", "H", "H", "H", "H", "H", "H", "H", "H", "H", "H", "O", "P", "N", "C", "C", "N", "C", "C", "N", "C", "C", "H", "H", "H", "H", "H", "H", "H", "H", "H", "H", "H", "H", "H", "H", "H", "H", "H", "H"], "positions_angstrom": [[5.360, -5.029, -2.753], [5.833, -3.668, -2.869], [5.107, -2.950, -3.910], [3.526, -2.862, -3.575], [2.965, -1.788, -2.608], [1.434, -1.825, -2.330], [0.518, -2.913, -3.001], [1.118, -3.978, -3.965], [2.634, -3.955, -4.264], [0.258, -5.136, -4.649], [0.844, -5.919, -5.436], [-1.289, -5.188, -4.277], [-1.868, -4.222, -3.427], [-1.064, -3.023, -2.717], [-1.604, -2.179, -1.960], [4.319, -5.115, -2.254], [6.050, -5.707, -2.136], [5.254, -5.439, -3.829], [5.260, -3.392, -4.953], [5.468, -1.854, -3.959], [3.641, -1.011, -2.107], [1.011, -1.056, -1.597], [3.072, -4.746, -4.969], [-1.891, -6.048, -4.738], [-2.985, -4.262, -3.202], [1.715, 1.586, -1.372], [1.467, 3.103, -1.478], [2.980, 3.488, -0.722], [3.316, 4.671, 0.055], [4.168, 3.089, -1.482], [0.243, 3.054, -0.257], [0.432, 3.572, 1.088], [-0.534, 1.816, -0.181], [1.140, 4.838, -1.680], [-0.282, 5.229, -1.813], [1.784, 5.336, -2.920], [3.426, 5.571, -0.563], [4.265, 4.526, 0.583], [2.600, 4.890, 0.842], [4.438, 3.835, -2.235], [4.017, 2.139, -2.001], [5.027, 2.941, -0.819], [1.250, 3.067, 1.613], [-0.476, 3.456, 1.688], [0.602, 4.651, 1.070], [0.009, 1.034, 0.363], [-0.776, 1.449, -1.181], [-1.489, 1.983, 0.326], [-0.790, 4.633, -2.577], [-0.371, 6.286, -2.080], [-0.828, 5.131, -0.875], [1.394, 4.823, -3.806], [2.865, 5.186, -2.904], [1.631, 6.412, -3.039], [-2.544, 1.204, 2.655], [-2.650, 0.021, 3.639], [-3.201, -1.031, 2.377], [-4.061, -2.198, 2.494], [-2.216, -1.297, 1.322], [-4.044, 0.701, 4.417], [-5.390, 0.189, 4.226], [-4.108, 2.165, 4.484], [-2.747, -1.350, 4.766], [-2.907, -1.015, 6.199], [-1.498, -2.147, 4.704], [-3.556, -3.057, 2.953], [-4.407, -2.518, 1.506], [-4.974, -2.009, 3.053], [-1.535, -2.108, 1.599], [-1.607, -0.417, 1.103], [-2.709, -1.566, 0.383], [-5.707, 0.243, 3.180], [-6.116, 0.748, 4.826], [-5.474, -0.835, 4.596], [-4.461, 2.594, 3.540], [-3.130, 2.587, 4.721], [-4.786, 2.487, 5.281], [-2.162, -0.282, 6.523], [-2.806, -1.910, 6.821], [-3.899, -0.627, 6.426], [-0.627, -1.548, 4.991], [-1.313, -2.535, 3.701], [-1.556, -3.021, 5.358]], "smiles": "COCc1ccc2c(c1)C(=O)C=CC2=O.CN(C)P(=O)(N(C)C)N(C)C.CN(C)P(=O)(N(C)C)N(C)C", "homo_lumo_gap_ev": 6.6}